1.
DFT (ωB97M-V with the def2-TZVPD basis set) results for a 5-piece molecular cluster, C15H18F3N6O overall.

As for the total charge: -1. As for the largest force on an atom: 0.05702 Eh/bohr. For the molecular weight, the calculation gives 355.34 u. The calculation puts the HOMO-LUMO gap at 4.85 eV. The total energy is -34986.3240 eV. The spin multiplicity is 1.

Last column: natural (NBO) charge in e.
Geometry (Å):
1 C 0.514 1.852 -2.555  -0.24
2 C -1.382 0.436 -2.454  -0.02
3 C 4.286 -1.317 -2.006  0.29
4 C -2.057 3.529 -1.590  0.10
5 H 3.359 -3.747 -4.939  0.27
6 H 6.276 -0.827 -2.464  0.25
7 N 3.508 -1.802 -1.320  -0.34
8 H 1.013 2.809 -2.643  0.20
9 C -1.896 3.315 0.773  1.17
10 N -6.270 -3.311 6.086  -0.35
11 H -3.948 -3.065 8.197  0.25
12 C 5.451 -3.682 -4.773  0.30
13 H -2.478 2.454 5.125  0.25
14 H 5.070 0.364 -2.989  0.25
15 N 6.400 -3.342 -4.229  -0.35
16 H 5.246 -1.169 -3.859  0.25
17 H 1.218 -1.443 -2.058  0.19
18 H -1.011 1.782 4.390  0.27
19 C 5.281 -0.699 -2.882  -0.72
20 N -2.022 -0.356 6.469  -0.39
21 C 0.600 -0.558 -2.208  -0.06
22 C -2.030 0.483 5.688  0.33
23 C 1.194 0.673 -2.334  -0.27
24 O -1.528 2.826 -0.411  -0.54
25 H -2.469 0.346 -2.495  0.17
26 C -2.031 1.560 4.696  -0.73
27 F -2.431 2.318 1.508  -0.35
28 N -0.721 -0.688 -2.278  -0.44
29 N -1.713 2.821 -2.803  -0.83
30 H 2.282 0.716 -2.251  0.18
31 C -5.472 -2.855 6.769  0.30
32 H -1.654 4.560 -1.623  0.12
33 H -3.157 3.590 -1.550  0.13
34 F -2.732 4.348 0.749  -0.33
35 H -2.604 1.260 3.821  0.28
36 H 4.202 -5.206 -5.494  0.25
37 F -0.788 3.729 1.445  -0.36
38 C 4.237 -4.119 -5.465  -0.72
39 C -4.452 -2.274 7.645  -0.73
40 H -4.920 -1.590 8.350  0.24
41 H -3.714 -1.728 7.057  0.29
42 C -0.889 1.740 -2.610  0.17
43 H 4.234 -3.734 -6.483  0.25



2.
DFT (ωB97M-V with the def2-TZVPD basis set) results for C39H42Cl7FeN3O3P as an isolated structure.

The energy above the lowest of the compared OMol25 structures with the same formula, charge and spin is 0.0 kcal per mole. As for the total charge: 0. As for the largest force on an atom: 0.00789 Eh/bohr. For the molecular weight, the calculation gives 935.77 u. Its expectation value of S² is 8.763. The calculation puts the HOMO-LUMO gap (alpha / beta) at 7.70 / 7.10 eV. The total energy is -183070.4136 eV. The spin multiplicity is 6.

Last column: Löwdin spin population.
Geometry (Å):
1 C 1.076 1.283 -1.311  0.01
2 H 0.068 3.854 -0.996  0.00
3 H 1.848 -2.133 4.208  0.00
4 H -0.061 2.258 -2.930  0.00
5 C -1.863 1.211 -1.037  0.02
6 P -0.360 0.143 -0.958  0.10
7 N -0.339 0.255 3.372  0.01
8 C 3.477 -1.751 1.407  0.00
9 O 0.106 0.321 2.132  0.12
10 C -0.762 -1.211 -4.959  0.00
11 Cl -2.973 -1.286 1.668  0.01
12 Cl -0.963 -6.575 -0.915  0.00
13 Cl 7.479 -2.007 1.195  0.00
14 H -1.775 0.494 5.601  0.00
15 H -3.270 0.224 -2.348  0.00
16 H -1.846 -1.332 -5.047  0.00
17 H 0.990 2.371 0.571  0.00
18 H -1.191 0.570 -3.810  0.00
19 C -0.324 -0.924 -2.470  0.01
20 C -0.429 -0.215 -3.835  0.00
21 H -1.393 -2.540 -1.462  0.00
22 C -2.004 2.072 0.221  0.00
23 H -0.259 -3.238 -5.534  0.00
24 C -4.226 2.646 -0.876  0.00
25 H 2.133 1.049 0.560  0.00
26 C -0.644 1.469 4.059  0.00
27 O -0.269 -1.854 3.213  0.11
28 C -0.129 -2.570 -4.680  0.00
29 C 0.867 3.790 -1.742  0.00
30 Cl 3.713 -1.202 -2.554  0.00
31 H 0.021 -3.788 -2.891  0.00
32 C 2.827 2.843 -0.441  0.00
33 H 0.689 -1.331 -2.376  0.00
34 H -1.543 -3.884 -3.678  0.00
35 H 6.210 -1.517 -1.284  0.00
36 H 0.521 0.275 -4.060  0.00
37 C -0.612 -4.129 0.217  0.02
38 C -2.877 -4.855 -0.102  0.00
39 Cl 1.090 -4.459 0.051  0.01
40 H 1.663 2.342 -3.109  0.00
41 C 4.817 -1.928 1.790  0.00
42 C -1.235 3.835 5.348  0.00
43 C 5.804 -1.825 0.778  0.01
44 H -2.271 -1.804 -2.778  0.00
45 H -4.541 0.882 0.317  0.00
46 C 4.100 -1.434 -0.881  0.02
47 C -0.736 -3.196 -3.412  0.00
48 H -3.085 -0.583 -0.802  0.00
49 Cl -5.005 -3.371 0.650  0.00
50 H 6.076 -2.353 3.493  0.00
51 C -3.155 0.402 -1.276  0.00
52 C -4.390 1.136 -0.736  0.00
53 H -2.294 2.613 6.761  0.00
54 C -1.010 -2.911 0.753  0.12
55 C -3.073 3.151 0.007  0.00
56 Cl -4.016 -6.018 -0.658  0.00
57 C -1.512 -5.100 -0.219  0.00
58 H 2.109 4.891 -0.358  0.00
59 C -1.409 1.435 5.219  0.00
60 Fe 0.419 -1.415 1.181  4.18
61 H -5.152 3.165 -0.622  0.00
62 H -1.727 1.895 -1.881  0.00
63 H 2.908 4.481 -1.859  0.00
64 C -1.277 -2.123 -2.460  0.00
65 O 1.813 -1.400 -0.213  0.12
66 C 5.060 -2.206 3.153  0.00
67 C -3.318 -3.669 0.480  0.00
68 H -1.053 2.534 0.501  0.00
69 C 2.224 4.096 -1.099  0.00
70 H -2.618 4.033 -0.453  0.00
71 C -1.696 2.628 5.860  0.00
72 C -0.174 2.661 3.536  0.00
73 C 4.006 -2.290 4.018  0.00
74 H -0.113 4.782 3.785  0.00
75 C 0.859 2.399 -2.368  0.00
76 H 0.633 4.541 -2.500  0.00
77 H 3.515 2.342 -1.129  0.00
78 H 0.422 2.647 2.636  0.00
79 H 4.157 -2.511 5.065  0.00
80 N 2.444 -1.805 2.285  0.04
81 C 3.086 -1.504 0.053  0.00
82 C 1.729 1.859 -0.051  0.00
83 H -1.471 4.762 5.853  0.00
84 C 5.451 -1.585 -0.517  0.00
85 H 1.803 0.573 -1.716  0.00
86 H 0.951 -2.438 -4.555  0.00
87 H -2.273 1.424 1.054  0.00
88 C 2.699 -2.077 3.543  0.01
89 H -0.421 -0.808 -5.915  0.00
90 H 3.416 3.122 0.434  0.00
91 H -3.456 3.471 0.979  0.00
92 N -0.528 -0.864 3.949  0.01
93 C -2.380 -2.734 0.908  0.02
94 H -5.280 0.790 -1.264  0.00
95 H -4.022 2.880 -1.926  0.00
96 C -0.477 3.846 4.189  0.00



3.
DFT (ωB97M-V with the def2-TZVPD basis set) results for C21H56CuF4N2O29S11 as an isolated structure.

The energy above the lowest of the compared OMol25 structures with the same formula, charge and spin is 62.3 kcal per mole. As for the total charge: 0. As for the largest force on an atom: 0.21093 Eh/bohr. For the molecular weight, the calculation gives 1292.94 u. Its expectation value of S² is 0.752. The calculation puts the HOMO-LUMO gap (alpha / beta) at 9.09 / 6.35 eV. The total energy is -259727.2179 eV. The spin multiplicity is 2.

Last column: Löwdin spin population.
Geometry (Å):
1 O 12.804 -16.101 -2.038  0.00
2 H 2.831 -16.301 3.643  0.00
3 H 11.770 -15.772 -0.228  0.00
4 C 12.443 -17.940 -3.869  0.00
5 C 12.378 -10.156 2.375  0.00
6 H 7.167 -10.800 3.364  0.00
7 H 4.998 -14.958 1.303  0.00
8 H 12.341 -13.524 0.010  0.00
9 H 3.750 -9.506 9.232  0.00
10 H 9.442 -20.084 1.474  0.00
11 S 5.395 -10.310 7.738  0.00
12 S 5.587 -15.286 3.580  0.00
13 S 10.943 -9.012 2.743  0.00
14 C 3.812 -9.526 8.144  0.00
15 H 3.397 -16.107 2.025  0.00
16 H 3.162 -18.852 3.582  0.00
17 H 7.052 -18.329 0.884  0.00
18 C 6.475 -19.318 4.690  0.00
19 O 9.747 -13.989 6.910  0.02
20 O 5.130 -15.405 7.909  0.01
21 C 9.340 -11.240 7.215  0.00
22 H 3.740 -8.463 7.917  0.00
23 O 4.437 -12.180 -3.080  0.00
24 C 7.614 -18.896 1.626  0.00
25 H 13.457 -11.504 7.640  0.00
26 O 6.987 -14.360 9.231  0.01
27 O 4.789 -16.740 3.385  0.00
28 H 11.417 -9.512 6.638  0.00
29 H 13.258 -13.486 -1.502  0.00
30 O 7.619 -17.005 9.945  0.00
31 H 13.238 -9.538 2.118  0.00
32 H 6.713 -13.967 -1.425  0.00
33 H 5.845 -11.200 -5.797  0.00
34 C 6.223 -11.189 5.302  0.00
35 C 2.784 -18.151 2.838  0.00
36 H 13.454 -17.761 -4.235  0.00
37 O 6.856 -15.441 4.297  0.01
38 C 10.877 -7.985 -1.135  0.00
39 O 4.610 -14.345 4.065  0.00
40 H 6.170 -20.170 4.082  0.00
41 H 10.582 -8.510 -2.044  0.00
42 H 11.547 -9.790 -0.014  0.00
43 H 12.221 -19.002 -3.974  0.00
44 C 12.362 -10.050 6.566  0.00
45 C 12.607 -15.431 -0.838  0.00
46 O 11.354 -8.041 3.791  0.00
47 C 8.595 -12.987 -0.924  0.00
48 O 10.743 -12.645 3.532  0.01
49 O 5.337 -11.744 8.105  0.00
50 H 12.540 -10.260 5.512  0.00
51 H 11.528 -13.639 -1.534  0.00
52 C 3.453 -16.775 2.884  0.00
53 H 5.845 -18.433 4.612  0.00
54 O 13.621 -18.456 -1.444  0.00
55 H 8.182 -12.350 -0.142  0.00
56 H 5.819 -10.185 -4.281  0.00
57 C 8.896 -19.319 0.921  0.00
58 F 6.784 -13.901 6.837  0.00
59 C 10.832 -8.969 0.041  0.00
60 H 7.042 -19.786 1.888  0.00
61 C 6.311 -10.437 3.933  0.00
62 H 12.041 -11.022 8.486  0.00
63 O 11.145 -17.922 -1.613  0.00
64 H 9.485 -10.486 7.988  0.00
65 Cu 8.725 -15.671 5.763  0.83
66 O 6.308 -18.179 8.171  0.00
67 O 9.067 -19.992 4.091  0.00
68 F 8.694 -12.945 4.742  0.00
69 O 11.806 -12.403 6.996  0.00
70 H 7.938 -13.905 -2.761  0.00
71 H 13.163 -9.392 6.903  0.00
72 O 10.444 -12.842 9.058  0.00
73 N 7.533 -15.956 7.357  0.03
74 H 6.400 -9.353 3.995  0.00
75 H 6.590 -19.753 5.682  0.00
76 H 12.674 -10.620 3.316  0.00
77 H 3.058 -18.616 1.891  0.00
78 O 11.580 -14.837 2.232  0.01
79 H 8.301 -11.546 7.336  0.00
80 H 2.999 -10.115 7.719  0.00
81 C 12.418 -13.954 -0.989  0.00
82 C 12.397 -11.298 7.493  0.00
83 O 8.569 -13.329 2.367  0.00
84 H 11.817 -7.464 -1.319  0.00
85 C 6.142 -11.114 -4.752  0.00
86 H 7.213 -10.951 -4.877  0.00
87 H 7.236 -11.109 5.698  0.00
88 O 10.789 -8.188 1.246  0.00
89 H 9.634 -18.545 0.713  0.00
90 O 5.345 -10.317 6.076  0.00
91 S 8.244 -18.780 4.185  0.00
92 O 9.273 -15.703 1.521  0.00
93 H 13.488 -15.660 -0.238  0.00
94 O 6.933 -12.204 -2.456  0.00
95 O 9.734 -9.815 2.948  0.00
96 F 8.618 -17.996 8.056  0.00
97 S 6.529 -15.050 8.007  0.00
98 H 11.791 -17.224 -4.369  0.00
99 S 9.517 -13.457 3.488  0.00
100 O 8.723 -17.698 5.007  0.02
101 H 9.852 -9.448 0.026  0.00
102 H 1.695 -18.112 2.861  0.00
103 S 5.751 -12.499 -3.598  0.00
104 H 8.650 -19.784 -0.034  0.00
105 H 6.656 -15.661 1.523  0.00
106 S 12.488 -17.766 -2.042  0.00
107 H 6.309 -13.846 1.723  0.00
108 H 9.537 -10.967 6.178  0.00
109 H 9.319 -12.429 -1.518  0.00
110 S 10.287 -12.831 7.613  0.00
111 N 9.669 -14.840 4.142  0.03
112 O 7.983 -18.065 2.741  0.00
113 S 7.315 -17.199 8.538  0.00
114 H 5.424 -10.654 3.337  0.00
115 H 9.093 -13.830 -0.445  0.00
116 C 7.519 -13.400 -1.891  0.00
117 F 10.749 -16.786 3.100  0.00
118 H 10.135 -7.241 -0.848  0.00
119 O 6.507 -9.384 8.184  0.00
120 C 5.958 -14.874 1.812  0.00
121 H 5.750 -12.170 5.264  0.00
122 O 5.984 -13.842 -4.192  0.00
123 H 11.978 -10.901 1.687  0.00
124 S 10.254 -15.369 2.593  0.00



4.
DFT (ωB97M-V with the def2-TZVPD basis set) results for a 2-piece molecular cluster, C2H9N2 overall.

The energy above the lowest of the compared OMol25 structures with the same formula, charge and spin is 18.4 kcal per mole. As for the total charge: +1. As for the largest force on an atom: 0.09719 Eh/bohr. For the molecular weight, the calculation gives 61.11 u. The calculation puts the HOMO-LUMO gap at 11.46 eV. The total energy is -5193.1546 eV. The spin multiplicity is 1.

Last column: natural (NBO) charge in e.
Geometry (Å):
1 C 0.459 -2.830 -0.692  -0.84
2 H 1.346 0.446 0.388  0.42
3 N 0.569 0.576 1.036  -0.70
4 H 0.799 0.524 2.018  0.45
5 H -1.331 1.296 1.372  0.25
6 C -0.525 1.193 0.599  0.41
7 H -1.593 1.885 -1.113  0.46
8 H 0.824 -2.496 -1.643  0.21
9 N -0.703 1.611 -0.718  -0.73
10 H -0.555 -3.141 -0.830  0.23
11 H 1.115 -3.581 -0.384  0.23
12 H 0.184 1.421 -1.306  0.43
13 H 0.546 -1.843 -0.166  0.16